## A
Density functional theory data (ωB97M-V/def2-TZVPD) for a cluster of 2 separate species, CH2N2OS in total.

```
7
Properties=species:S:1:pos:R:3:lowdin_charge:R:1
C 1.200 -0.891 0.092 -0.304
N 2.045 -1.638 0.091 0.111
N -0.775 0.493 -1.064 -0.258
O 0.590 1.667 0.558 -0.373
S -0.100 0.436 0.279 0.611
H -1.444 -0.072 -1.559 0.033
H -1.517 0.004 1.603 0.177
```

## B
Density functional theory data (ωB97M-V/def2-TZVPD) for a cluster of 2 separate species, CH2N2OS in total.

```
7
Properties=species:S:1:pos:R:3:lowdin_charge:R:1
C -0.802 -0.456 0.010 -0.840
N -0.215 1.987 0.013 0.075
N 0.433 -0.791 0.078 0.006
O 0.976 1.835 0.058 -0.138
S -2.315 -0.936 0.028 0.650
H 1.000 0.115 -0.058 0.062
H 0.923 -1.754 -0.128 0.185
```

Most favorable first, least favorable last: B, A

## A
Density functional theory data (ωB97M-V/def2-TZVPD) for a cluster of 2 separate species, CH2N2OS in total.

```
7
Properties=species:S:1:pos:R:3:lowdin_charge:R:1
C -0.662 -0.295 0.101 -0.923
N -0.525 1.855 0.121 0.080
N 0.586 -0.728 0.074 -0.007
O 0.605 2.032 -0.088 -0.061
S -2.030 -1.001 -0.059 0.660
H 1.380 -0.109 -0.354 0.143
H 0.646 -1.754 0.205 0.109
```

## B
Density functional theory data (ωB97M-V/def2-TZVPD) for an isolated molecule of CH2N2OS.

```
7
Properties=species:S:1:pos:R:3:lowdin_charge:R:1
N 0.008 -0.578 -0.757 0.040
C 0.292 0.514 0.093 -0.886
S 1.394 1.660 -0.294 0.675
N -0.283 0.419 1.525 0.001
O -1.070 -0.522 1.637 -0.020
H -0.914 -1.099 -0.637 0.130
H 0.573 -0.393 -1.567 0.060
```

Most favorable first, least favorable last: B, A

## A
Density functional theory data (ωB97M-V/def2-TZVPD) for an isolated molecule of C15H21N3OS.

```
41
Properties=species:S:1:pos:R:3:lowdin_charge:R:1
C 0.716 4.183 2.463 -0.062
C 0.023 4.820 1.262 -0.217
N 0.348 4.127 0.043 -0.025
C -0.239 3.018 -0.510 -0.303
C -1.436 2.336 0.048 -0.116
C -1.383 0.827 -0.197 -0.186
C -0.257 0.161 0.601 -0.163
C -0.193 -1.308 0.294 -0.243
C -0.778 -2.246 1.125 -0.041
C -0.742 -3.596 0.814 -0.017
C -0.118 -4.027 -0.347 -0.238
O -0.027 -5.332 -0.743 -0.089
C -0.598 -6.323 0.073 -0.089
C 0.479 -3.089 -1.205 -0.195
C 1.150 -3.567 -2.455 -0.034
C 0.429 -1.751 -0.869 0.005
N 0.371 2.664 -1.597 0.119
N 1.384 3.549 -1.756 0.026
C 1.411 4.471 -0.763 -0.855
S 2.455 5.719 -0.565 0.588
H 0.421 3.142 2.578 0.065
H 0.456 4.724 3.367 0.077
H 1.794 4.227 2.330 0.073
H -1.062 4.826 1.388 0.121
H 0.376 5.849 1.140 0.089
H -1.509 2.538 1.118 0.110
H -2.326 2.751 -0.436 0.127
H -1.224 0.647 -1.260 0.110
H -2.338 0.383 0.089 0.120
H -0.430 0.310 1.669 0.115
H 0.691 0.633 0.334 0.114
H -1.269 -1.930 2.035 0.111
H -1.206 -4.299 1.488 0.101
H -0.136 -6.344 1.066 0.096
H -0.405 -7.268 -0.432 0.093
H -1.679 -6.185 0.178 0.096
H 1.571 -2.734 -3.011 0.077
H 1.943 -4.271 -2.208 0.085
H 0.435 -4.094 -3.085 0.086
H 0.889 -1.027 -1.527 0.123
H 2.015 3.488 -2.537 0.149
```

## B
Density functional theory data (ωB97M-V/def2-TZVPD) for an isolated molecule of C15H21N3OS.

```
41
Properties=species:S:1:pos:R:3:lowdin_charge:R:1
C 7.036 -2.474 0.181 -0.116
C 6.213 -1.220 0.453 -0.270
C 6.734 -0.025 -0.342 -0.223
C 5.973 1.271 -0.061 -0.174
C 4.531 1.262 -0.567 -0.209
O 3.734 0.531 0.342 -0.060
C 2.409 0.381 0.085 -0.266
C 1.740 0.902 -1.018 -0.013
C 0.382 0.678 -1.170 -0.039
C -0.335 -0.066 -0.245 -0.329
C -1.799 -0.285 -0.410 -0.415
S -2.734 1.059 0.450 0.956
C -4.326 0.408 0.262 -0.731
N -5.408 1.014 0.706 0.034
N -6.398 0.169 0.353 0.040
C -5.881 -0.902 -0.284 -0.391
C -6.686 -2.027 -0.809 -0.013
N -4.576 -0.776 -0.355 0.112
C 0.340 -0.579 0.859 -0.039
C 1.690 -0.364 1.023 0.004
H 6.998 -2.735 -0.874 0.071
H 6.653 -3.314 0.756 0.067
H 8.077 -2.316 0.456 0.069
H 6.250 -0.983 1.518 0.113
H 5.171 -1.406 0.194 0.101
H 7.786 0.133 -0.092 0.111
H 6.681 -0.249 -1.411 0.113
H 6.493 2.099 -0.546 0.112
H 5.954 1.461 1.013 0.119
H 4.159 2.294 -0.636 0.129
H 4.485 0.807 -1.566 0.132
H 2.261 1.485 -1.761 0.103
H -0.126 1.093 -2.029 0.117
H -2.130 -1.219 0.041 0.074
H -2.105 -0.254 -1.455 0.079
H -7.355 0.392 0.576 0.157
H -6.024 -2.745 -1.282 0.082
H -7.227 -2.515 0.000 0.081
H -7.408 -1.667 -1.540 0.080
H -0.203 -1.152 1.596 0.118
H 2.220 -0.761 1.874 0.118
```

Most favorable first, least favorable last: A, B

## A
Density functional theory data (ωB97M-V/def2-TZVPD) for a cluster of 2 separate species, C4H14NO2 in total.

```
21
Properties=species:S:1:pos:R:3:lowdin_charge:R:1
O 1.917 -1.467 -0.182 -0.091
C 1.826 -0.636 -1.428 -0.139
C 0.668 0.310 -1.118 -0.128
N -0.394 -0.399 -0.430 0.017
C -1.639 0.413 -0.157 -0.156
C -1.354 1.622 0.730 -0.063
H 2.854 -1.575 -0.047 0.082
H 2.819 -0.216 -1.566 0.130
H 1.711 -1.379 -2.215 0.123
H 1.120 1.100 -0.534 0.132
H 0.328 0.756 -2.053 0.148
H -0.133 -0.845 0.473 0.120
H -0.720 -1.208 -0.961 0.190
H -1.987 0.811 -1.117 0.128
H -2.440 -0.253 0.129 0.131
H -1.847 1.499 1.696 0.084
H -0.293 1.744 0.933 0.071
H -1.732 2.580 0.378 0.090
H 0.054 -0.223 2.675 0.093
H -0.200 -1.748 2.505 0.068
O -0.557 -0.888 2.291 -0.030
```

Charge: +1

## B
Density functional theory data (ωB97M-V/def2-TZVPD) for a cluster of 2 separate species, C4H14NO2 in total.

```
21
Properties=species:S:1:pos:R:3:lowdin_charge:R:1
C -1.222 -1.775 0.107 -0.214
O -1.897 -1.909 -1.113 -0.038
C 0.045 -0.943 -0.083 -0.270
C 0.634 -0.384 1.186 -0.214
C 1.921 0.409 1.020 -0.074
N -0.359 0.232 -0.993 0.226
H -0.945 -2.721 0.576 0.145
H -1.879 -1.284 0.835 0.138
H -1.859 -2.813 -1.444 0.118
H 0.749 -1.508 -0.699 0.161
H 0.800 -1.213 1.877 0.131
H -0.171 0.180 1.676 0.128
H 2.489 0.438 1.943 0.085
H 1.722 1.444 0.730 0.070
H 2.554 -0.010 0.243 0.083
H -0.525 1.076 -0.438 0.114
H 0.395 0.509 -1.624 0.168
H -1.170 -0.018 -1.564 0.154
H -0.848 3.411 -0.084 0.064
H -0.154 3.820 -1.370 0.073
O -0.280 3.061 -0.781 -0.049
```

Charge: +1

## C
Density functional theory data (ωB97M-V/def2-TZVPD) for a cluster of 3 separate species, C4H14NO2 in total.

```
21
Properties=species:S:1:pos:R:3:lowdin_charge:R:1
C 0.575 -1.109 0.829 -0.140
C 1.734 -1.029 -0.155 -0.178
C 1.448 0.084 -1.179 -0.191
C 2.240 1.146 -1.312 0.026
N 0.301 0.259 1.401 0.184
H 0.833 -1.840 1.594 0.131
H -0.361 -1.454 0.392 0.124
H 1.842 -1.935 -0.753 0.126
H 2.695 -0.746 0.275 0.117
H 0.504 -0.007 -1.714 0.107
H 2.033 2.112 -1.751 0.071
H 3.137 1.134 -0.693 0.068
H -0.578 0.671 1.021 0.090
H 1.072 0.873 1.105 0.149
H 0.343 0.229 2.421 0.173
H -4.337 -0.578 -0.946 0.076
H -3.080 -1.501 -0.867 0.048
O -3.436 -0.660 -0.602 -0.037
H -2.637 2.036 0.729 0.082
H -2.381 0.872 -0.219 0.016
O -1.945 1.442 0.422 -0.042
```

Charge: +1

## D
Density functional theory data (ωB97M-V/def2-TZVPD) for a cluster of 3 separate species, C4H14NO2 in total.

```
21
Properties=species:S:1:pos:R:3:lowdin_charge:R:1
C 0.774 -3.276 1.031 -0.087
C -0.226 -2.150 1.387 -0.230
C 0.430 -0.783 1.461 -0.163
C 1.458 -0.007 -0.640 0.142
N 0.507 -0.036 0.206 0.013
H 1.150 -3.043 0.042 0.052
H 1.564 -3.293 1.769 0.082
H 0.146 -4.149 0.803 0.089
H -1.068 -2.179 0.677 0.123
H -0.499 -2.331 2.437 0.118
H -0.142 -0.152 2.134 0.130
H 1.435 -0.805 1.946 0.151
H 2.050 -0.957 -0.848 0.131
H 1.966 0.901 -1.004 0.132
H -0.298 0.662 -0.060 0.119
H -1.653 2.538 0.209 0.086
H -0.844 2.612 -1.050 0.043
O -0.923 2.065 -0.209 -0.063
H -1.552 2.477 -3.252 0.076
H -1.165 3.960 -2.841 0.081
O -1.472 3.103 -2.529 -0.023
```

Charge: +1

Most favorable first, least favorable last: B, C, A, D